Record 1
Molecular formula: C22H34CuO8
Method: DFT, ωB97M-V/def2-TZVPD

Its charge is -1. For the maximum force, the calculation gives 2.70 eV/A. The frontier orbital gap comes out at 5.7 eV.

Each line ends with the natural charge from an NBO analysis.
Atoms and positions in Å:
1 Cu 0.01 0.42 -0.19  0.92
2 O 1.29 2.33 0.40  -0.56
3 O -0.91 1.10 -2.06  -0.84
4 O 1.93 -0.15 -1.49  -0.55
5 O -0.96 -1.85 -0.31  -0.55
6 O -1.72 1.19 0.28  -0.87
7 O -4.97 2.97 -3.69  -0.61
8 O -6.05 2.31 -1.30  -0.61
9 O 1.22 -0.69 1.99  -0.55
10 C 1.19 2.75 1.74  -0.07
11 C -2.83 1.99 -2.99  -0.52
12 C -4.25 2.44 -2.86  0.46
13 C -2.62 1.51 -0.56  0.37
14 C 0.06 -1.37 2.54  -0.08
15 C 0.33 -1.48 4.01  -0.43
16 C 3.34 -1.98 -1.40  -0.43
17 C -4.83 2.17 -1.38  0.43
18 C -2.87 -3.27 -0.08  -0.43
19 C -2.37 -1.83 -0.10  -0.09
20 C 0.86 3.36 -0.49  -0.09
21 C -0.90 -2.90 -1.30  -0.08
22 C -3.92 1.84 -0.28  -0.50
23 C 3.18 -0.54 -0.96  -0.06
24 C -2.11 1.56 -1.93  0.35
25 C 1.48 4.24 1.64  -0.44
26 C -1.66 -4.04 -0.72  -0.43
27 C 1.75 -0.71 -2.78  -0.07
28 C 1.86 -1.68 4.05  -0.43
29 C 1.56 4.54 0.11  -0.42
30 C 2.27 -0.72 2.94  -0.06
31 C 2.62 -1.98 -2.78  -0.44
32 H 0.03 -0.54 4.50  0.20
33 H 4.37 -2.33 -1.49  0.21
34 H 2.41 4.51 2.14  0.20
35 H 0.63 4.82 2.01  0.21
36 H 2.11 -2.70 3.80  0.20
37 H 0.68 -0.91 -2.91  0.22
38 H -4.25 1.87 0.74  0.20
39 H 1.86 2.11 2.30  0.17
40 H -0.23 3.45 -0.49  0.20
41 H 2.12 -2.92 -3.02  0.21
42 H -3.79 -3.40 -0.64  0.21
43 H 1.99 0.02 -3.55  0.18
44 H 2.58 4.52 -0.27  0.19
45 H 0.15 -3.07 -1.54  0.19
46 H -1.05 -4.47 0.08  0.19
47 H -2.84 -1.17 -0.84  0.21
48 H 2.76 -2.57 -0.68  0.21
49 H -1.34 -2.57 -2.25  0.18
50 H 1.09 5.51 -0.06  0.21
51 H -3.06 -3.56 0.96  0.20
52 H 3.97 0.12 -1.39  0.15
53 H 3.39 -1.86 -3.54  0.20
54 H 2.25 -1.33 5.00  0.21
55 H -1.87 -4.83 -1.42  0.21
56 H -2.60 -1.40 0.88  0.20
57 H 0.23 2.53 2.23  0.18
58 H -2.28 1.99 -3.93  0.20
59 H 3.14 -0.31 0.10  0.21
60 H -0.81 -0.73 2.30  0.22
61 H 1.06 3.06 -1.51  0.22
62 H -0.23 -2.26 4.55  0.21
63 H 2.44 0.27 3.35  0.16
64 H 3.18 -1.02 2.44  0.17
65 H -0.05 -2.35 2.09  0.18

Record 2
Molecular formula: C22H22ClNO3S2
Method: DFT, ωB97M-V/def2-TZVPD

For the energy relative to the best compared isomer or geometry (same formula, charge and spin), the calculation gives 428.77 kcal per mole. For the maximum force, the calculation gives 16.83 eV/A. The frontier orbital gap comes out at 8.1 eV.

Each line ends with the natural charge from an NBO analysis.
Atoms and positions in Å:
1 Cl -0.60 -2.39 0.15  -0.20
2 S 3.61 -2.73 -0.62  1.27
3 S -4.35 -2.69 0.04  0.37
4 O 1.72 0.31 -0.92  -0.40
5 O 4.61 -2.15 0.05  -0.97
6 O 1.74 3.91 0.23  -0.56
7 N 0.02 2.35 -0.12  -0.72
8 C 3.97 0.51 -1.19  -0.32
9 C -3.84 -3.48 -1.18  -0.89
10 C 3.51 1.78 -0.64  -0.21
11 C -2.23 3.19 -0.57  -0.43
12 C 2.57 -1.55 -1.93  -0.60
13 C 2.25 0.39 2.46  -0.24
14 C 0.53 -1.17 1.19  0.32
15 C 0.86 0.55 2.30  -0.14
16 C -2.83 1.74 -0.55  0.04
17 C 2.37 -3.09 0.89  -0.58
18 C -3.06 -0.70 -1.08  -0.25
19 C 1.47 2.86 -0.26  0.69
20 C 1.83 -1.64 1.26  -0.21
21 C 2.75 -0.27 -1.14  0.35
22 C -3.49 1.31 0.65  -0.28
23 C -0.02 -0.25 1.68  -0.43
24 C -3.77 -0.99 -0.08  -0.22
25 C -0.95 3.13 0.30  -0.17
26 C -4.05 0.27 0.85  -0.11
27 C 2.65 -0.89 1.82  -0.15
28 C 2.22 1.67 -0.72  0.08
29 C -2.53 0.75 -1.52  -0.18
30 H 4.43 2.45 -0.63  0.28
31 H 1.41 -3.63 0.68  0.25
32 H -2.65 -3.46 -1.36  0.22
33 H 4.85 0.09 -1.54  0.23
34 H 2.96 -2.13 -2.69  0.25
35 H -0.11 1.34 -0.37  0.41
36 H -2.06 1.04 -2.23  0.16
37 H -2.07 3.27 -1.53  0.20
38 H 3.80 -1.21 2.21  0.24
39 H 2.79 1.16 3.01  0.24
40 H -4.25 -4.50 -1.14  0.27
41 H 2.81 -3.61 1.62  0.22
42 H -1.10 2.94 1.34  0.18
43 H 1.61 -1.97 -1.62  0.24
44 H -2.71 -1.25 -2.05  0.22
45 H -3.01 3.81 -0.42  0.21
46 H -3.73 1.92 1.30  0.20
47 H 0.50 1.66 2.74  0.21
48 H -1.04 0.09 1.83  0.28
49 H -4.67 -0.10 1.60  0.21
50 H -4.16 -3.05 -2.17  0.22
51 H -0.58 4.40 0.07  0.20

Record 3
Molecular formula: C2HBrN2O2
Method: DFT, ωB97M-V/def2-TZVPD

For the energy relative to the best compared isomer or geometry (same formula, charge and spin), the calculation gives 46.00 kcal per mole. For the maximum force, the calculation gives 3.18 eV/A. The frontier orbital gap comes out at 8.5 eV.

Each line ends with the natural charge from an NBO analysis.
Atoms and positions in Å:
1 Br 2.82 2.38 -1.38  0.16
2 O -0.45 1.33 -2.92  -0.52
3 O -0.44 3.28 -1.69  -0.52
4 N 0.93 0.57 -0.25  -0.05
5 N 0.06 -0.16 0.21  -0.44
6 C 1.26 1.52 -0.87  0.01
7 C -0.41 2.25 -2.23  1.02
8 H 0.04 -1.02 -0.35  0.34

Record 4
Molecular formula: C38H31Cl3CoF5N4OS3Se
Method: DFT, ωB97M-V/def2-TZVPD

For the maximum force, the calculation gives 1.57 eV/A. The frontier orbital gap (spin up / spin down) comes out at 4.7 / 4.6 eV.

Each line ends with the Mulliken charge.
Atoms and positions in Å:
1 Se -0.37 -0.88 -3.91  -0.16
2 Co 1.62 -1.01 0.18  0.20
3 Cl -0.95 3.08 4.51  -0.20
4 Cl -4.96 5.13 7.42  -0.21
5 Cl -0.63 4.32 0.57  -0.19
6 S 1.82 -1.43 -2.11  -0.05
7 S 0.76 -2.96 0.84  -0.65
8 S -0.69 2.72 -1.95  -0.07
9 F -3.03 -1.90 -2.67  -0.30
10 F -0.84 -5.72 -5.84  -0.31
11 F -3.17 -6.19 -4.53  -0.31
12 F 0.41 -3.36 -5.57  -0.30
13 F -4.25 -4.26 -2.95  -0.32
14 O -4.01 2.36 1.40  -0.47
15 N 3.40 -1.74 0.85  1.35
16 N -0.22 -0.16 0.43  1.44
17 N 2.67 0.77 -0.17  1.93
18 N -2.02 0.24 1.63  0.39
19 C 4.67 -5.21 0.19  -0.93
20 C -4.42 4.31 5.99  0.43
21 C 2.71 1.12 -1.60  -0.79
22 C -3.07 4.05 5.83  -0.93
23 C -3.54 3.01 3.69  -0.82
24 C 2.63 0.48 -3.91  -0.79
25 C -2.83 3.09 -0.56  0.58
26 C 4.66 -3.83 0.38  -0.44
27 C -3.20 2.32 -1.71  -1.08
28 C -3.06 2.29 2.45  1.60
29 C 4.42 -0.95 0.15  -1.02
30 C -2.55 -5.02 -4.39  0.72
31 C 2.08 1.85 0.64  -1.26
32 C -5.34 3.93 5.02  -0.99
33 C 3.47 -5.91 0.24  -0.59
34 C -0.68 0.37 1.55  -1.00
35 C 2.28 -5.24 0.44  -0.79
36 C 3.46 -1.54 2.32  -1.24
37 C 3.47 -3.17 0.58  -0.11
38 C -2.44 -0.42 0.50  -0.59
39 C 2.25 -3.86 0.62  0.86
40 C -2.83 0.80 2.70  -1.53
41 C 2.43 0.15 -2.56  0.47
42 C -2.45 -2.82 -3.46  0.20
43 C -1.50 3.38 -0.58  0.45
44 C -0.74 -3.55 -4.91  0.32
45 C 3.15 2.38 -1.98  -0.32
46 C -2.16 2.04 -2.52  -0.31
47 C 4.07 0.52 0.28  -1.37
48 C -1.36 -4.77 -5.06  0.10
49 C -1.26 -2.53 -4.11  0.03
50 C -1.32 -0.66 -0.23  -1.00
51 C 3.30 2.71 -3.32  -0.97
52 C -3.81 3.46 0.51  -1.14
53 C -4.89 3.28 3.89  -0.07
54 C -2.65 3.40 4.69  0.93
55 C 3.05 1.74 -4.28  -0.69
56 C -3.10 -4.03 -3.59  -0.16
57 H 2.42 -0.27 -4.66  0.62
58 H 5.60 -5.73 0.01  0.40
59 H -2.15 1.45 -3.42  0.55
60 H 2.75 -2.22 2.78  0.37
61 H -2.36 4.35 6.59  0.46
62 H 5.43 -1.13 0.54  0.59
63 H -3.49 4.36 1.06  0.37
64 H 3.47 -6.98 0.09  0.39
65 H 4.77 1.12 -0.30  0.43
66 H 3.63 3.70 -3.60  0.43
67 H -2.11 2.72 2.13  -0.25
68 H -3.48 -0.62 0.32  0.52
69 H -3.80 0.29 2.71  0.29
70 H 1.34 -5.78 0.45  0.46
71 H 4.16 0.85 1.32  0.59
72 H -6.39 4.14 5.16  0.43
73 H -5.59 2.99 3.12  0.48
74 H 1.98 1.50 1.67  0.21
75 H -4.78 3.66 0.07  0.51
76 H 3.19 -0.53 2.59  0.29
77 H 5.60 -3.29 0.35  0.33
78 H -4.21 1.97 -1.88  0.44
79 H -0.10 0.85 2.31  0.50
80 H -2.34 0.62 3.65  0.55
81 H 4.47 -1.75 2.69  0.30
82 H 3.18 1.98 -5.33  0.42
83 H 3.38 3.13 -1.23  0.35
84 H -1.22 -1.13 -1.19  0.43
85 H 1.09 2.09 0.25  -0.09
86 H 2.70 2.75 0.65  0.54
87 H 4.39 -1.24 -0.90  0.55

Record 5
Molecular formula: C9H16BNO
Method: DFT, ωB97M-V/def2-TZVPD

For the energy relative to the best compared isomer or geometry (same formula, charge and spin), the calculation gives 89.13 kcal per mole. For the maximum force, the calculation gives 4.52 eV/A. The frontier orbital gap comes out at 9.2 eV. As for the SMILES: CCCc1conc1C.C=BC.

Each line ends with the natural charge from an NBO analysis.
Atoms and positions in Å:
1 O -1.15 2.80 -0.79  -0.26
2 N -2.17 2.67 0.10  -0.14
3 C 2.96 -0.15 1.55  -1.04
4 C -1.01 -0.71 0.00  -0.41
5 C -0.59 1.59 -0.94  0.13
6 C -2.37 1.42 0.36  0.16
7 C 3.09 1.49 -0.92  -1.15
8 C -0.34 -1.48 -1.15  -0.39
9 C -3.38 0.93 1.32  -0.65
10 C 0.21 -2.86 -0.84  -0.61
11 C -1.36 0.64 -0.31  -0.17
12 B 3.14 0.78 0.25  0.88
13 H -3.91 1.79 1.72  0.24
14 H 4.03 1.61 -1.40  0.27
15 H -1.89 -1.16 0.59  0.22
16 H -0.18 -0.67 0.91  0.19
17 H 0.57 -2.90 0.18  0.20
18 H -4.08 0.23 0.95  0.23
19 H -1.10 -1.56 -2.03  0.20
20 H 2.31 2.15 -1.34  0.26
21 H 2.09 -0.83 1.31  0.26
22 H 0.21 1.51 -1.61  0.21
23 H 0.44 -0.82 -1.54  0.20
24 H 1.07 -2.91 -1.64  0.21
25 H -0.47 -3.64 -1.04  0.21
26 H -2.77 0.37 2.08  0.22
27 H 3.00 0.52 2.39  0.26
28 H 3.65 -0.81 1.85  0.26

Record 6
Molecular formula: C34H64Cl28O5
Method: DFT, ωB97M-V/def2-TZVPD

For the maximum force, the calculation gives 6.15 eV/A. The frontier orbital gap comes out at 10.6 eV.

Each line ends with the Mulliken charge.
Atoms and positions in Å:
1 Cl 1.27 -1.48 3.38  -0.19
2 Cl -9.74 -2.71 0.12  -0.22
3 Cl 8.75 -2.87 8.50  -0.21
4 Cl -2.00 -1.90 0.38  -0.23
5 Cl 4.19 -3.50 -10.19  -0.19
6 Cl 0.61 -3.58 -1.02  -0.23
7 Cl 5.61 -4.10 7.97  -0.19
8 Cl 8.57 0.56 12.26  -0.18
9 Cl 8.25 1.27 8.55  -0.16
10 Cl -0.65 5.39 -5.73  -0.19
11 Cl 4.14 -1.33 1.53  -0.22
12 Cl -0.26 -0.27 -3.97  -0.17
13 Cl 10.21 5.68 -7.67  -0.18
14 Cl -11.85 -2.72 -4.00  -0.21
15 Cl 5.70 -0.11 10.56  -0.16
16 Cl -16.72 -3.73 -1.13  -0.17
17 Cl 8.45 -5.98 3.03  -0.19
18 Cl 10.80 -0.47 7.09  -0.15
19 Cl 6.89 -2.54 -8.34  -0.19
20 Cl -15.77 -0.86 0.45  -0.17
21 Cl 4.12 5.79 -9.31  -0.13
22 Cl 1.42 3.71 -9.42  -0.19
23 Cl -6.86 -1.98 1.82  -0.18
24 Cl -13.30 -0.22 -2.19  -0.18
25 Cl 7.08 4.46 -8.25  -0.19
26 Cl 2.27 -1.82 -5.66  -0.19
27 Cl 5.85 -4.27 4.42  -0.22
28 Cl -2.68 2.65 -5.59  -0.16
29 O -2.75 1.20 0.42  -0.37
30 O -0.95 2.53 0.44  -0.43
31 O -6.45 2.36 3.29  -0.44
32 O -2.68 2.85 -1.00  -0.45
33 O -6.70 1.59 1.22  -0.27
34 C -1.97 2.24 0.03  0.59
35 C 8.69 6.61 -7.73  -0.44
36 C 7.52 5.82 -7.19  -0.40
37 C 3.97 -1.89 3.22  0.30
38 C -1.31 2.91 -6.69  -0.50
39 C 8.53 -4.43 3.90  -0.50
40 C -13.63 -1.97 -2.06  -0.26
41 C 0.68 -2.03 -0.14  0.30
42 C 2.42 6.25 -9.58  -0.62
43 C 4.24 -2.21 -8.96  -0.28
44 C 6.05 -2.72 9.00  -0.56
45 C -3.51 0.66 -0.69  0.51
46 C -8.37 -1.04 1.81  -0.40
47 C -5.03 0.60 -0.42  -0.66
48 C -0.19 3.69 -6.05  -0.18
49 C 10.91 1.09 7.95  -0.52
50 C 0.99 -2.60 -4.69  -0.22
51 C -0.32 -1.86 -4.78  -0.53
52 C 9.94 1.18 9.10  -0.43
53 C 7.22 -1.95 8.43  0.25
54 C 7.53 -4.36 5.02  -0.06
55 C 5.85 0.62 12.18  -0.53
56 C 7.06 1.50 12.30  -0.41
57 C -0.32 -1.97 0.99  -0.48
58 C -17.73 -2.69 -0.09  -0.43
59 C 2.67 -2.59 3.47  -0.61
60 C -3.07 1.73 -1.76  -0.43
61 C 1.47 5.39 -8.80  -0.39
62 C -17.37 -1.23 -0.23  -0.47
63 C -9.60 -1.92 1.71  -0.43
64 C -5.28 1.51 0.82  -0.75
65 C 5.57 -1.49 -8.94  -0.40
66 C -12.40 -2.80 -2.30  -0.03
67 C -6.69 2.57 2.17  0.13
68 H -5.61 0.89 -1.30  0.34
69 H -5.35 -0.44 -0.19  0.18
70 H 4.94 1.21 12.35  0.31
71 H 2.50 -3.39 2.75  0.36
72 H 5.85 -1.14 -9.93  0.32
73 H 7.38 -1.05 9.01  -0.36
74 H 4.80 -2.57 3.41  -0.36
75 H 2.23 6.20 -10.65  0.36
76 H -2.22 1.25 -2.26  0.11
77 H 11.93 1.18 8.32  0.33
78 H -11.57 -2.48 -1.67  -0.08
79 H -0.16 -1.07 1.57  0.16
80 H 5.18 -2.08 9.06  0.30
81 H -0.24 -2.83 1.65  0.45
82 H -14.42 -2.22 -2.76  0.29
83 H -3.88 1.90 -2.48  0.38
84 H 7.04 2.03 13.26  0.36
85 H 7.73 5.43 -6.20  0.35
86 H 8.39 -3.63 3.18  0.33
87 H 9.54 -4.34 4.31  0.33
88 H -0.62 -1.70 -5.81  0.39
89 H 0.51 -1.23 -0.86  0.23
90 H -1.10 -2.44 -4.28  0.28
91 H 10.03 0.33 9.77  0.26
92 H 7.60 -5.21 5.69  0.41
93 H 0.67 3.72 -6.71  0.07
94 H -6.90 3.60 1.83  0.46
95 H 5.86 -0.18 12.91  0.30
96 H -17.38 -0.91 -1.27  0.32
97 H 7.10 2.24 11.51  0.28
98 H -10.50 -1.31 1.84  0.29
99 H 6.26 -3.10 10.00  0.41
100 H 3.45 -1.50 -9.21  0.28
101 H -18.76 -2.85 -0.39  0.30
102 H 2.67 -3.03 4.47  0.45
103 H 7.05 -1.67 7.40  0.35
104 H 4.09 -1.02 3.87  0.34
105 H 2.32 7.29 -9.26  0.33
106 H -8.40 -0.48 2.74  0.30
107 H -14.00 -2.15 -1.05  0.11
108 H 8.53 6.91 -8.76  0.31
109 H -12.61 -3.85 -2.09  0.35
110 H 8.84 7.50 -7.13  0.30
111 H 4.02 -2.65 -8.00  0.18
112 H -3.04 -0.32 -0.83  0.30
113 H -8.32 -0.33 0.99  0.30
114 H -4.75 1.17 1.71  0.38
115 H 10.74 1.88 7.22  0.32
116 H -0.94 1.93 -6.99  0.29
117 H -1.69 3.42 -7.58  0.36
118 H 0.11 3.25 -5.10  0.30
119 H 7.70 -3.46 5.61  -0.16
120 H -9.60 -2.70 2.47  0.36
121 H -17.61 -3.03 0.93  0.31
122 H 1.69 -1.93 0.26  -0.16
123 H 0.46 5.78 -8.89  0.33
124 H 1.73 5.35 -7.75  0.32
125 H 6.64 6.47 -7.13  0.25
126 H 1.34 -2.67 -3.67  0.09
127 H -5.00 2.55 0.56  0.38
128 H 0.87 -3.61 -5.08  0.33
129 H 5.52 -0.64 -8.28  0.28
130 H 10.13 2.09 9.68  0.39
131 H -18.09 -0.62 0.32  0.34

Record 7
Molecular formula: C4H12N2O
Method: DFT, ωB97M-V/def2-TZVPD

For the energy relative to the best compared isomer or geometry (same formula, charge and spin), the calculation gives 37.63 kcal per mole. For the maximum force, the calculation gives 1.17 eV/A. The frontier orbital gap comes out at 9.4 eV. As for the SMILES: CNC[C@H](N)CO.

Each line ends with the natural charge from an NBO analysis.
Atoms and positions in Å:
1 O -1.81 1.87 -1.70  -0.72
2 N -1.01 1.40 1.08  -0.82
3 N 1.57 -0.48 0.74  -0.63
4 C 0.19 -0.58 0.31  -0.21
5 C -0.41 0.75 -0.11  -0.10
6 C 2.35 -1.70 0.60  -0.41
7 C -1.38 0.59 -1.26  -0.07
8 H 2.08 -2.47 1.33  0.16
9 H -0.83 0.07 -2.05  0.16
10 H 2.17 -2.11 -0.39  0.19
11 H -2.69 1.80 -2.07  0.47
12 H 0.12 -1.33 -0.48  0.18
13 H 3.41 -1.46 0.66  0.20
14 H -0.46 -1.04 1.09  0.17
15 H -1.16 2.39 0.86  0.36
16 H -1.99 1.13 1.11  0.34
17 H -2.22 -0.08 -1.03  0.16
18 H 0.44 1.37 -0.37  0.21
19 H 1.64 -0.12 1.68  0.36

Record 8
Molecular formula: C2H3Rb
Method: DFT, ωB97M-V/def2-TZVPD

For the maximum force, the calculation gives 3.91 eV/A. The frontier orbital gap (spin up / spin down) comes out at 3.6 / 3.6 eV.

Each line ends with the natural charge from an NBO analysis.
Atoms and positions in Å:
1 Rb 1.14 -0.70 -2.72  0.82
2 C 0.42 -0.50 0.80  -0.58
3 C -0.38 0.49 0.73  -0.30
4 H 0.25 -1.51 1.19  0.20
5 H -1.21 0.66 -0.60  -0.32
6 H -0.23 1.57 0.61  0.17

Record 9
Molecular formula: C14H16
Method: DFT, ωB97M-V/def2-TZVPD

Its charge is -1. For the energy relative to the best compared isomer or geometry (same formula, charge and spin), the calculation gives 21.94 kcal per mole. Its multiplicity is 2. For the maximum force, the calculation gives 2.54 eV/A. The frontier orbital gap (spin up / spin down) comes out at 2.4 / 6.5 eV.

Each line ends with the natural charge from an NBO analysis.
Atoms and positions in Å:
1 C 1.17 -0.90 -2.94  -0.31
2 C 0.44 -0.03 -3.76  -0.26
3 C 0.44 0.73 3.52  -0.24
4 C 1.91 1.24 1.19  -0.17
5 C 2.60 0.96 2.32  -0.26
6 C -0.86 -1.64 -1.91  -0.03
7 C 0.52 -1.87 -2.12  -0.44
8 C -1.50 -2.33 -0.75  -0.63
9 C 0.49 1.32 1.18  -0.21
10 C -0.93 0.10 -3.66  -0.42
11 C -0.21 1.09 2.35  0.01
12 C 1.84 0.66 3.46  -0.20
13 C -1.67 1.54 2.27  -0.64
14 C -1.56 -0.69 -2.63  -0.31
15 H -1.23 -3.40 -0.98  0.19
16 H -0.13 1.62 0.35  0.23
17 H -1.81 2.52 1.84  0.21
18 H 2.46 1.56 0.30  0.21
19 H -2.21 0.79 1.68  0.23
20 H -1.51 0.87 -4.15  0.18
21 H 0.93 -2.75 -1.71  0.17
22 H 3.66 0.79 2.16  0.22
23 H -2.58 -2.20 -0.71  0.19
24 H -2.51 -0.34 -2.30  0.17
25 H 2.32 0.44 4.39  0.19
26 H 2.27 -0.78 -3.07  0.17
27 H -1.22 -2.13 0.29  0.19
28 H -2.10 1.59 3.28  0.20
29 H -0.11 0.60 4.46  0.21
30 H 1.08 0.64 -4.37  0.17

no.,molar mass (Da),total energy (eV)
1,490.052,-84383.9183
2,448.009,-64978.0081
3,164.946,-79204.6253
4,995.136,-234549.7743
5,165.045,-13801.9304
6,1545.565,-397163.4871
7,104.153,-9369.5622
8,112.514,-2771.1000
9,184.282,-14775.4090